Below is C13H12AuN4O2S2 as an isolated structure, with properties calculated with ωB97M-V/def2-TZVPD.

Cartesian coordinates (Å):
Au  -0.4222  0.5015  0.2184
N  0.1269  -3.2743  -1.9913
C  -1.1833  -3.5565  -1.7110
C  -2.0201  -4.5972  -2.0480
C  -3.3359  -4.5365  -1.5864
C  -3.8069  -3.4648  -0.8030
C  -2.9875  -2.4237  -0.4458
C  -1.6529  -2.4586  -0.8957
N  -0.6505  -1.6052  -0.7127
C  0.4472  -2.0807  -1.3884
C  1.6559  -1.3902  -1.4386
C  2.8724  -1.7687  -2.0682
S  4.0556  -0.5707  -1.8673
C  2.8964  0.3775  -0.9558
N  1.7475  -0.1636  -0.8243
H  0.7463  -3.8244  -2.5647
H  -1.6932  -5.4320  -2.6455
H  -4.0197  -5.3322  -1.8373
H  -4.8329  -3.4788  -0.4725
H  -3.3304  -1.5960  0.1521
H  3.0890  -2.6699  -2.6051
H  3.1531  1.3347  -0.5427
N  -0.2317  -0.4149  5.5098
C  0.5524  0.3400  4.5152
C  -0.0908  -0.0495  3.1384
O  -1.0277  -0.8377  3.2173
O  0.4248  0.4665  2.1182
H  0.3107  -1.1157  6.0207
H  -0.9299  -0.9079  4.8209
H  -0.7407  0.1650  6.1823
H  1.6050  0.0612  4.5226
H  0.4873  1.4197  4.6505
S  -2.0844  1.4366  -2.6718
C  -1.3125  0.9979  -1.4292

Atoms 1-2, force components in eV/Å:
Au -0.044 -0.601 0.117
N 0.590 1.405 0.656

Results
LUMO (alpha / beta) = -7.18 / -9.07 eV
ΔE to the lowest compared entry with this formula, charge and spin = 24.5 kcal/mol
spin multiplicity = 2
charge = +2
Kohn-Sham gap (alpha / beta) = 6.5 / 4.6 eV
molecular weight = 517.37 g/mol

Calculated atomic charges, method Mulliken, unit e:
1 Au 0.961
2 N -0.009
3 C 0.713
4 C -1.037
5 C -0.488
6 C -0.634
7 C -0.841
8 C 0.532
9 N 0.006
10 C 0.330
11 C -0.054
12 C -0.444
13 S -0.014
14 C -0.245
15 N -0.103
16 H 0.250
17 H 0.430
18 H 0.416
19 H 0.424
20 H 0.427
21 H 0.353
22 H 0.452
23 N -0.249
24 C -0.620
25 C 0.832
26 O -0.674
27 O -0.821
28 H 0.349
29 H 0.361
30 H 0.353
31 H 0.304
32 H 0.311
33 S -0.024
34 C 0.455

***

Below is C37H27Br2CoF4N3O2P as an isolated structure, with properties calculated with ωB97M-V/def2-TZVPD.

Cartesian coordinates (Å):
Co  0.0673  -0.0799  -1.5298
Br  -6.5759  2.8941  -2.0942
C  -4.7657  2.3716  -2.2094
C  -3.7948  3.2964  -2.6445
C  -2.4745  2.9441  -2.7368
C  -2.0354  1.6488  -2.3757
O  -0.7747  1.3466  -2.4474
C  -3.0261  0.7308  -1.9566
C  -2.7158  -0.6122  -1.6324
N  -1.5320  -1.1247  -1.6311
C  -1.3386  -2.5327  -1.4744
C  -2.2944  -3.4999  -1.4456
C  -1.9335  -4.8640  -1.2953
C  -0.6282  -5.2392  -1.2039
C  0.3872  -4.2524  -1.2627
C  1.7695  -4.5423  -1.1939
C  2.6769  -3.5302  -1.2578
C  2.2115  -2.2045  -1.3877
N  0.9431  -1.8992  -1.4589
C  0.0201  -2.9104  -1.3961
C  -4.3902  1.1105  -1.8827
H  -4.1032  4.3011  -2.9030
H  -1.7335  3.6571  -3.0752
H  -3.5602  -1.2536  -1.3844
H  -3.3414  -3.2474  -1.5533
H  -2.7143  -5.6124  -1.2656
H  -0.3532  -6.2816  -1.0969
H  2.0921  -5.5723  -1.0854
H  3.7403  -3.7187  -1.2029
H  2.9077  -1.3776  -1.4346
H  -5.1298  0.3860  -1.5596
F  1.5200  5.3970  4.0490
C  1.1575  4.3436  3.3325
C  0.8345  3.1609  3.9607
F  0.8842  3.0783  5.2845
C  0.4590  2.0714  3.2018
F  0.1418  0.9688  3.8858
C  0.4063  2.1046  1.8114
P  -0.1291  0.5906  0.9149
C  -1.7977  0.3973  1.6553
C  -2.7389  1.3319  1.2195
C  -4.0372  1.3139  1.7087
C  -4.4118  0.3492  2.6347
C  -3.4810  -0.5791  3.0805
C  -2.1767  -0.5521  2.6002
C  0.9501  -0.6865  1.6743
C  2.2224  -0.3997  2.1605
C  3.0552  -1.4156  2.6154
C  2.6241  -2.7344  2.5998
C  1.3563  -3.0334  2.1159
C  0.5344  -2.0184  1.6476
C  0.7108  3.3277  1.2028
Br  0.5553  3.6107  -0.6462
C  1.0869  4.4240  1.9554
F  1.3823  5.5914  1.3885
H  -2.4561  2.0894  0.4937
H  -4.7538  2.0485  1.3614
H  -5.4243  0.3297  3.0181
H  -3.7644  -1.3188  3.8189
H  -1.4568  -1.2616  2.9858
H  2.5775  0.6254  2.1871
H  4.0368  -1.1707  3.0022
H  3.2661  -3.5228  2.9729
H  1.0039  -4.0579  2.1051
H  -0.4558  -2.2674  1.2817
C  4.5249  1.1545  -0.9093
N  3.9050  1.3993  -2.2106
C  4.7228  1.9403  -3.3053
C  2.6075  1.2217  -2.3942
O  1.8322  0.8354  -1.5115
H  5.4544  0.6069  -1.0544
H  3.8485  0.5766  -0.2857
H  4.7441  2.0974  -0.4072
H  5.7668  1.8785  -3.0123
H  4.4816  2.9839  -3.4993
H  4.5870  1.3611  -4.2154
H  2.2433  1.4767  -3.3974

Atoms 1-2, force components in eV/Å:
Co -0.014 -0.013 -0.944
Br -0.027 0.038 0.008

Results
LUMO (alpha / beta) = -3.34 / -3.34 eV
ΔE to the lowest compared entry with this formula, charge and spin = 4.4 kcal/mol
spin multiplicity = 2
charge = +1
Kohn-Sham gap (alpha / beta) = 6.8 / 6.9 eV
molecular weight = 871.35 g/mol

Calculated atomic charges, method Mulliken, unit e:
1 Co -0.162
2 Br -0.163
3 C -0.343
4 C -0.366
5 C -0.749
6 C 0.259
7 O -0.786
8 C 0.045
9 C 0.763
10 N 0.505
11 C 0.590
12 C -0.740
13 C -1.086
14 C -0.954
15 C 1.121
16 C -0.687
17 C -1.043
18 C 0.221
19 N 0.135
20 C 0.161
21 C -0.646
22 H 0.445
23 H 0.521
24 H 0.141
25 H 0.434
26 H 0.414
27 H 0.459
28 H 0.453
29 H 0.473
30 H 0.294
31 H 0.510
32 F -0.278
33 C 0.552
34 C 0.380
35 F -0.287
36 C -0.266
37 F -0.394
38 C 0.149
39 P 1.752
40 C 1.077
41 C -0.938
42 C -0.664
43 C -0.724
44 C -0.762
45 C -0.445
46 C 0.906
47 C -1.107
48 C -0.734
49 C -0.977
50 C -1.020
51 C -0.797
52 C -0.105
53 Br -0.048
54 C 0.322
55 F -0.334
56 H 0.429
57 H 0.484
58 H 0.413
59 H 0.465
60 H 0.522
61 H 0.510
62 H 0.476
63 H 0.437
64 H 0.515
65 H 0.776
66 C -0.694
67 N 0.264
68 C -0.976
69 C -0.345
70 O -0.142
71 H 0.392
72 H 0.031
73 H 0.376
74 H 0.316
75 H 0.348
76 H 0.379
77 H 0.544

***

Below is C29H61B3Cl24O4 as an isolated structure, with properties calculated with ωB97M-V/def2-TZVPD.

Cartesian coordinates (Å):
C  2.9908  1.7297  1.5151
C  4.2543  1.4628  0.7445
C  4.3510  0.0356  0.2614
O  3.1038  -0.5098  -0.0834
C  2.6993  -1.5279  0.7995
B  3.4229  -2.8940  0.5658
O  2.6969  -4.0695  0.6702
B  3.3462  -4.8178  1.6280
O  4.6496  -5.1054  1.3501
B  5.2988  -3.8824  1.2123
C  6.5605  -3.5769  2.0743
O  4.7761  -2.9827  0.3147
H  2.7981  0.9351  2.1992
H  3.0651  2.6541  2.0353
H  2.1704  1.7746  0.8259
H  4.4038  2.1549  -0.0496
H  5.0672  1.5969  1.4302
H  4.8835  -0.5342  0.9978
H  4.9462  0.0368  -0.6293
H  1.6627  -1.7282  0.5699
H  2.7584  -1.2491  1.8472
H  2.8159  -5.1089  2.6469
H  7.4586  -3.6517  1.5034
H  6.5974  -4.2909  2.8670
H  6.4470  -2.6026  2.5081
Cl  -3.0111  -4.5944  0.5778
C  -1.8859  -4.4374  -0.7993
C  -0.5439  -3.8836  -0.4008
Cl  -0.6045  -2.1804  0.1149
H  -2.3708  -3.8135  -1.5434
H  -1.7540  -5.4323  -1.2171
H  0.1358  -3.9155  -1.2452
H  -0.0995  -4.4498  0.4117
Cl  -7.6714  -4.8149  4.2926
C  -6.4753  -5.4319  3.1229
C  -6.7341  -4.9362  1.7251
Cl  -8.2239  -5.6288  1.0268
H  -6.4916  -6.5162  3.1667
H  -5.4988  -5.0877  3.4566
H  -5.9138  -5.2319  1.0743
H  -6.8205  -3.8567  1.6965
Cl  1.3404  6.7402  0.0922
C  1.8842  6.8819  1.7846
C  3.2226  7.5617  1.8998
Cl  4.5481  6.5684  1.2397
H  1.9058  5.8870  2.2102
H  1.1307  7.4645  2.3096
H  3.4516  7.7382  2.9483
H  3.2301  8.5152  1.3802
Cl  -3.4906  0.8020  1.6820
C  -4.3101  -0.3702  0.6183
C  -5.6009  -0.8696  1.2110
Cl  -5.3365  -1.9025  2.6479
H  -3.6194  -1.1869  0.4218
H  -4.5175  0.1420  -0.3182
H  -6.1272  -1.4786  0.4811
H  -6.2488  -0.0503  1.5040
Cl  1.7037  -3.4071  -3.4295
C  3.3336  -3.5598  -2.7166
C  4.3734  -3.9068  -3.7457
Cl  4.1626  -5.5574  -4.3852
H  3.2871  -4.3075  -1.9301
H  3.5714  -2.5983  -2.2642
H  5.3604  -3.8644  -3.2920
H  4.3470  -3.2171  -4.5831
Cl  4.2912  0.9880  5.3225
C  3.4488  -0.4444  5.9728
C  4.0152  -1.7407  5.4501
Cl  3.7125  -1.9958  3.7056
H  2.3949  -0.3417  5.7411
H  3.5672  -0.4206  7.0532
H  3.5504  -2.5728  5.9750
H  5.0889  -1.7920  5.6023
Cl  7.4740  0.8597  3.3195
C  8.8455  1.3873  2.3127
C  9.2880  2.7993  2.6106
Cl  8.1153  4.0497  2.1128
H  8.5600  1.2691  1.2720
H  9.6658  0.7054  2.5249
H  10.2057  3.0069  2.0651
H  9.4788  2.9335  3.6705
Cl  0.3584  -1.8217  7.4641
C  -0.8929  -2.3003  6.2789
C  -0.2849  -2.8920  5.0381
Cl  0.6106  -1.6788  4.0910
H  -1.4922  -1.4289  6.0501
H  -1.5265  -3.0370  6.7655
H  -1.0668  -3.2882  4.3914
H  0.4015  -3.6975  5.2841
Cl  -4.9281  2.2028  -2.8553
C  -5.7489  1.0724  -3.9644
C  -7.0517  0.5770  -3.4040
Cl  -6.8066  -0.4857  -1.9889
H  -5.0676  0.2545  -4.1710
H  -5.9295  1.6108  -4.8898
H  -7.5770  -0.0065  -4.1536
H  -7.6938  1.3966  -3.0989
Cl  -10.8822  0.8332  -2.8423
C  -11.6679  0.0624  -4.2437
C  -10.6806  -0.6741  -5.1069
Cl  -9.5652  0.4383  -5.9429
H  -12.1878  0.8324  -4.8043
H  -12.4026  -0.6370  -3.8525
H  -11.2074  -1.2330  -5.8764
H  -10.0861  -1.3703  -4.5230
Cl  -4.1144  0.7077  -6.8291
C  -3.4666  2.0210  -7.8434
C  -3.2432  3.2780  -7.0473
Cl  -4.7784  4.0077  -6.5129
H  -4.1587  2.1863  -8.6627
H  -2.5228  1.6717  -8.2550
H  -2.7356  4.0160  -7.6640
H  -2.6382  3.0872  -6.1664
Cl  4.0518  9.0769  -2.1365
C  2.4522  8.6783  -2.8089
C  2.0470  9.6197  -3.9109
Cl  1.7200  11.2646  -3.3067
H  1.7352  8.6846  -1.9951
H  2.5179  7.6649  -3.1984
H  1.1296  9.2639  -4.3742
H  2.8148  9.6899  -4.6746

Atoms 1-2, force components in eV/Å:
C -0.001 -0.011 -0.851
C 0.034 -0.399 0.788

Results
LUMO = 0.33 eV
spin multiplicity = 1
charge = 0
Kohn-Sham gap = 9.3 eV
molecular weight = 1357.11 g/mol

Results of the Mulliken charge analysis, in e, for atoms 1 through 99:
1 C -1.136
2 C -0.323
3 C -0.041
4 O -0.469
5 C 1.080
6 B 0.607
7 O -0.024
8 B 0.698
9 O -0.402
10 B 0.438
11 C -0.889
12 O -0.370
13 H 0.081
14 H 0.447
15 H 0.314
16 H 0.334
17 H 0.077
18 H -0.048
19 H 0.485
20 H -1.237
21 H -0.323
22 H -0.168
23 H 0.324
24 H 0.249
25 H 0.296
26 Cl -0.159
27 C -0.720
28 C 0.213
29 Cl -0.220
30 H 0.329
31 H 0.442
32 H -0.181
33 H 0.199
34 Cl -0.188
35 C -0.410
36 C 0.061
37 Cl -0.207
38 H 0.404
39 H 0.232
40 H 0.094
41 H -0.025
42 Cl -0.187
43 C -0.422
44 C -0.478
45 Cl -0.155
46 H 0.307
47 H 0.301
48 H 0.309
49 H 0.325
50 Cl -0.221
51 C 0.469
52 C -0.345
53 Cl -0.167
54 H -0.005
55 H -0.146
56 H 0.103
57 H 0.379
58 Cl -0.210
59 C 0.397
60 C -0.498
61 Cl -0.206
62 H 0.018
63 H -0.069
64 H 0.318
65 H 0.376
66 Cl -0.160
67 C -0.247
68 C -0.854
69 Cl 0.060
70 H 0.095
71 H 0.390
72 H 0.300
73 H 0.400
74 Cl -0.114
75 C -0.566
76 C -0.461
77 Cl -0.148
78 H 0.297
79 H 0.353
80 H 0.327
81 H 0.299
82 Cl -0.187
83 C -0.429
84 C -0.652
85 Cl -0.067
86 H 0.308
87 H 0.357
88 H 0.365
89 H 0.293
90 Cl -0.205
91 C -0.326
92 C -0.338
93 Cl -0.146
94 H 0.293
95 H 0.265
96 H 0.056
97 H 0.334
98 Cl -0.165
99 C -0.404

***

Below is one molecule with the formula C2H3FO2, with properties calculated with ωB97M-V/def2-TZVPD.

Cartesian coordinates (Å):
C  0.9706  0.5467  0.2366
C  -0.3013  -0.1113  -0.1514
O  0.3662  0.5612  -1.0412
O  -0.6951  -1.4144  -0.2435
F  -1.3909  0.6233  0.3086
H  0.8408  1.4389  0.7585
H  1.8506  -0.1243  0.2548
H  -1.6408  -1.5200  -0.1224

Atoms 1-2, force components in eV/Å:
C 0.260 -3.432 0.038
C -1.560 0.371 2.732

Results
LUMO = 0.85 eV
ΔE to the lowest compared entry with this formula, charge and spin = 35.8 kcal/mol
spin multiplicity = 1
charge = 0
Kohn-Sham gap = 11.6 eV
molecular weight = 78.04 g/mol
SMILES = O[C@@]1(F)CO1

Calculated atomic charges, method Mulliken, unit e:
1 C -0.498
2 C 0.847
3 O -0.380
4 O -0.489
5 F -0.311
6 H 0.262
7 H 0.237
8 H 0.333